Entry from the Open Molecules 2025 dataset: a molecular structure, C35H27ClN4O2PPd at a distorted geometry (wB97M-V/def2-TZVPD).

Cartesian coordinates (Å):
1 Pd -0.285 0.174 -0.141
2 N 1.737 0.136 0.229
3 C 2.495 1.368 0.079
4 C 3.820 1.444 0.477
5 C 4.502 2.641 0.324
6 C 3.869 3.753 -0.220
7 C 2.541 3.676 -0.606
8 C 1.851 2.475 -0.464
9 P 0.104 2.254 -0.879
10 C -0.773 3.731 -0.349
11 C -0.966 4.823 -1.193
12 C -1.595 5.960 -0.708
13 C -2.028 6.012 0.609
14 C -1.833 4.927 1.454
15 C -1.208 3.787 0.976
16 C -0.015 2.166 -2.689
17 C 1.087 1.766 -3.439
18 C 0.963 1.557 -4.806
19 C -0.263 1.737 -5.427
20 C -1.367 2.134 -4.683
21 C -1.246 2.346 -3.320
22 H 1.916 -0.333 1.115
23 H 1.983 -0.542 -0.494
24 H 4.313 0.580 0.907
25 H 5.535 2.709 0.638
26 H 4.409 4.682 -0.332
27 H 2.037 4.546 -1.008
28 H -0.625 4.791 -2.220
29 H -1.745 6.808 -1.363
30 H -2.519 6.902 0.979
31 H -2.165 4.972 2.483
32 H -1.054 2.938 1.633
33 H 2.053 1.630 -2.966
34 H 1.828 1.260 -5.384
35 H -0.360 1.571 -6.492
36 H -2.324 2.279 -5.167
37 H -2.113 2.657 -2.748
38 N -10.714 1.037 1.568
39 C -9.642 0.856 1.197
40 C -8.300 0.639 0.729
41 C -8.054 -0.267 -0.295
42 C -6.763 -0.462 -0.754
43 C -5.716 0.248 -0.186
44 C -5.954 1.146 0.846
45 C -7.244 1.342 1.302
46 N -4.379 0.033 -0.649
47 C -3.969 -0.895 -1.587
48 C -2.620 -0.819 -1.648
49 N -2.195 0.154 -0.768
50 C -3.271 0.641 -0.188
51 H -8.872 -0.823 -0.731
52 H -6.594 -1.179 -1.543
53 H -5.150 1.692 1.317
54 H -7.435 2.036 2.108
55 H -4.649 -1.534 -2.117
56 H -1.932 -1.383 -2.254
57 H -3.265 1.416 0.557
58 Cl -6.650 -1.743 2.181
59 C -5.007 -2.051 1.712
60 C -4.003 -1.221 2.184
61 C -2.696 -1.446 1.774
62 C -2.390 -2.496 0.915
63 C -3.408 -3.349 0.500
64 C -4.720 -3.124 0.881
65 C -0.987 -2.746 0.422
66 O -0.668 -3.831 -0.010
67 O -0.156 -1.726 0.480
68 H -4.246 -0.419 2.868
69 H -1.901 -0.808 2.141
70 H -3.152 -4.188 -0.133
71 H -5.516 -3.777 0.550

## Properties
Calculated total energy in eV: -72076.1569
Gap between HOMO and LUMO in eV: 8.15
E_HOMO in eV: -11.3
Energy above the lowest of the compared OMol25 structures with the same formula, charge and spin in kcal/mol: 0.00
Total charge: +1
Largest force on an atom in Eh/bohr: 0.020
Lowest unoccupied orbital energy in eV: -3.1

=====

Entry from the Open Molecules 2025 dataset: a molecular structure, C43H56Br2Cl2CoGeO5PSi at a distorted geometry (wB97M-V/def2-TZVPD).

Cartesian coordinates (Å):
1 Co 0.763 -1.438 -0.921
2 C 0.762 1.685 -3.518
3 P 0.117 -0.037 -3.542
4 C -1.104 -0.267 -4.815
5 C 1.505 -1.218 -3.820
6 O -0.443 -0.355 -2.166
7 H 0.667 2.271 -4.398
8 H 1.834 1.625 -3.209
9 H 0.195 2.208 -2.694
10 H -1.953 -0.735 -4.294
11 H -0.756 -0.948 -5.705
12 H -1.446 0.694 -5.158
13 H 2.246 -0.767 -4.490
14 H 0.995 -2.064 -4.313
15 H 2.920 -0.934 -2.138
16 C -4.097 4.750 4.719
17 C -2.686 4.419 4.178
18 C -1.621 5.394 4.696
19 C -2.326 3.064 4.827
20 Si -2.705 4.292 2.240
21 Br -0.958 2.973 1.546
22 C -4.157 3.206 1.484
23 C -4.106 1.824 2.200
24 C -5.484 3.937 1.717
25 C -4.058 2.933 -0.052
26 C -2.467 5.988 1.306
27 C -0.999 6.468 1.380
28 C -3.381 7.050 2.011
29 C -2.918 5.863 -0.196
30 H -4.092 4.774 5.808
31 H -4.818 4.010 4.367
32 H -4.502 5.793 4.488
33 H -1.406 5.140 5.758
34 H -1.946 6.431 4.734
35 H -0.632 5.316 4.193
36 H -2.642 3.082 5.850
37 H -1.246 2.978 4.799
38 H -2.773 2.190 4.403
39 H -4.338 1.889 3.279
40 H -3.073 1.445 2.255
41 H -4.801 1.026 1.786
42 H -5.749 4.130 2.804
43 H -6.237 3.318 1.257
44 H -5.442 4.934 1.225
45 H -3.028 2.853 -0.355
46 H -4.517 3.747 -0.589
47 H -4.571 1.981 -0.256
48 H -0.601 6.502 2.409
49 H -0.967 7.523 1.090
50 H -0.355 5.799 0.806
51 H -3.005 7.229 3.022
52 H -4.417 6.686 2.100
53 H -3.450 7.945 1.445
54 H -2.517 5.029 -0.736
55 H -2.526 6.772 -0.685
56 H -3.986 5.937 -0.285
57 Br 0.399 -2.556 6.708
58 C 0.555 -1.263 5.372
59 C -0.319 -1.261 4.300
60 C 0.104 -0.839 3.046
61 C 1.382 -0.312 2.889
62 C 2.169 0.009 4.014
63 C 1.757 -0.493 5.231
64 C 1.969 -0.260 1.477
65 O 3.225 -0.233 1.357
66 O 1.090 -0.316 0.522
67 H -1.264 -1.764 4.470
68 H -0.503 -0.941 2.169
69 H 3.057 0.605 3.864
70 H 2.366 -0.322 6.071
71 Cl -2.954 -4.089 -0.939
72 C -1.910 -3.188 0.108
73 Cl -2.446 -3.253 1.844
74 C -0.557 -3.857 0.066
75 O -0.331 -5.039 0.394
76 O 0.406 -3.105 -0.350
77 H -1.992 -2.127 -0.112
78 C 2.202 -1.704 -2.566
79 Ge 2.830 -3.506 -2.613
80 C 4.247 -3.708 -4.062
81 C 4.494 -4.933 -4.663
82 C 5.534 -5.045 -5.593
83 C 6.231 -3.917 -6.033
84 C 5.930 -2.699 -5.497
85 C 4.935 -2.565 -4.517
86 C 3.856 -3.650 -0.964
87 C 3.908 -4.866 -0.199
88 C 4.515 -4.864 1.047
89 C 5.233 -3.703 1.459
90 C 5.150 -2.522 0.750
91 C 4.545 -2.507 -0.530
92 C 1.545 -4.944 -3.061
93 C 1.066 -5.102 -4.372
94 C -0.147 -5.710 -4.601
95 C -0.834 -6.390 -3.566
96 C -0.348 -6.344 -2.284
97 C 0.860 -5.632 -2.045
98 H 3.941 -5.859 -4.384
99 H 5.796 -6.044 -5.863
100 H 6.928 -4.060 -6.854
101 H 6.488 -1.789 -5.687
102 H 4.777 -1.555 -4.166
103 H 3.503 -5.777 -0.548
104 H 4.602 -5.799 1.638
105 H 5.669 -3.694 2.466
106 H 5.333 -1.560 1.197
107 H 4.601 -1.634 -1.161
108 H 1.568 -4.593 -5.200
109 H -0.599 -5.595 -5.574
110 H -1.775 -6.908 -3.790
111 H -0.815 -6.935 -1.482
112 H 1.326 -5.624 -1.029

## Properties
Calculated total energy in eV: -332178.5405
Spin multiplicity: 5
Gap between HOMO and LUMO (spin up / spin down) in eV: 1.50 / 7.39
E_HOMO (spin up / spin down) in eV: 2.2 / -3.7
Energy above the lowest of the compared OMol25 structures with the same formula, charge and spin in kcal/mol: 17.48
Total charge: -2
Largest force on an atom in Eh/bohr: 0.070
Lowest unoccupied orbital energy (spin up / spin down) in eV: 3.7 / 3.7

=====

Entry from the Open Molecules 2025 dataset: 3 unconnected molecules or ions with the total composition C19H31B3F6I2O10 at a distorted geometry (wB97M-V/def2-TZVPD).

Cartesian coordinates (Å):
1 C 3.114 0.195 5.493
2 C 3.173 0.692 3.952
3 O 2.809 -0.136 3.080
4 O 3.640 2.008 3.719
5 C 3.560 2.374 2.320
6 C 2.133 2.959 1.859
7 C 1.232 3.567 3.051
8 B -0.114 2.655 3.181
9 O -1.458 3.145 2.955
10 B -2.360 2.106 2.532
11 C -3.844 2.589 1.980
12 O -4.006 3.007 0.805
13 C -5.170 2.498 2.929
14 F -4.856 2.034 4.240
15 F -5.742 3.801 2.944
16 C -6.290 1.490 2.332
17 F -5.715 0.227 1.977
18 F -6.898 2.109 1.196
19 C -7.492 1.190 3.366
20 F -7.889 2.324 4.129
21 F -7.098 0.187 4.300
22 C -8.816 0.643 2.614
23 O -8.807 -0.368 1.862
24 O -10.095 1.282 2.782
25 O -2.119 0.692 2.581
26 B -0.660 0.561 2.453
27 C 0.045 -0.222 1.221
28 I -0.844 0.489 -0.670
29 C 0.012 -1.834 1.367
30 C 1.420 -2.414 0.778
31 I -0.313 -2.328 3.463
32 O 0.097 1.240 3.506
33 H 3.401 -0.901 5.612
34 H 2.046 0.364 5.861
35 H 3.820 0.899 6.069
36 H 4.318 3.238 2.173
37 H 3.933 1.543 1.605
38 H 2.366 3.845 1.150
39 H 1.519 2.224 1.215
40 H 0.863 4.613 2.711
41 H 1.779 3.734 4.038
42 H -10.684 0.704 3.320
43 H 1.146 0.082 1.167
44 H -0.878 -2.202 0.757
45 H 1.139 -3.265 0.065
46 H 2.080 -2.738 1.652
47 H 1.959 -1.625 0.149
48 C -0.265 0.574 -5.318
49 C 1.129 0.113 -4.923
50 C 1.923 -0.353 -6.132
51 O 1.025 -0.957 -3.983
52 H -0.832 -0.244 -5.776
53 H -0.829 0.895 -4.438
54 H -0.220 1.405 -6.026
55 H 1.659 0.931 -4.427
56 H 1.433 -1.203 -6.617
57 H 2.917 -0.692 -5.830
58 H 2.035 0.450 -6.865
59 H 0.556 -1.686 -4.412
60 C 3.694 -5.253 -4.584
61 C 4.244 -4.039 -5.317
62 C 5.050 -3.148 -4.385
63 O 3.165 -3.291 -5.873
64 H 3.022 -4.948 -3.775
65 H 3.108 -5.878 -5.263
66 H 4.500 -5.857 -4.160
67 H 4.875 -4.367 -6.148
68 H 4.425 -2.771 -3.569
69 H 5.429 -2.274 -4.922
70 H 5.896 -3.689 -3.954
71 H 2.600 -2.996 -5.145

## Properties
Calculated total energy in eV: -75218.7277
Gap between HOMO and LUMO in eV: 9.20
E_HOMO in eV: -9.6
Structure (SMILES): CC(=O)OCCCB1OB(C(=O)C(F)(F)C(F)(F)C(F)(F)C(=O)O)OB([C@H](I)[C@@H](C)I)O1.CC(C)O.CC(C)O
Largest force on an atom in Eh/bohr: 0.109
Lowest unoccupied orbital energy in eV: -0.4

=====

Entry from the Open Molecules 2025 dataset: C7H10O in the gas phase at a distorted geometry (wB97M-V/def2-TZVPD).

Cartesian coordinates (Å):
1 C 0.587 0.237 1.561
2 C 0.044 1.725 0.825
3 C -1.031 1.151 -0.482
4 C -0.766 -0.210 -1.625
5 O 0.320 -1.244 -1.794
6 C 1.017 -1.604 -0.598
7 C 0.507 -0.466 0.235
8 C -1.118 -0.399 -0.166
9 H -0.093 0.014 2.270
10 H 1.518 0.393 2.047
11 H 0.815 2.328 0.416
12 H -0.349 2.189 1.592
13 H -1.992 1.623 -0.906
14 H -1.559 -0.705 -2.242
15 H 0.784 -2.680 -0.355
16 H 2.133 -1.752 -0.870
17 H 1.013 0.341 -0.269
18 H -1.830 -0.939 0.364

## Properties
Calculated total energy in eV: -9460.8618
Gap between HOMO and LUMO in eV: 9.81
E_HOMO in eV: -8.8
Structure (SMILES): C1C[C@H]2[C@H]3OC[C@H]1[C@@H]23
Energy above the lowest of the compared OMol25 structures with the same formula, charge and spin in kcal/mol: 177.54
Largest force on an atom in Eh/bohr: 0.131
Lowest unoccupied orbital energy in eV: 1.0

=====

Entry from the Open Molecules 2025 dataset: 2 unconnected molecules or ions with the total composition C4H8O3P at a distorted geometry (wB97M-V/def2-TZVPD).

Cartesian coordinates (Å):
1 C -0.601 -2.038 0.092
2 C -0.452 -0.669 0.201
3 C -2.684 0.104 -0.006
4 C 1.907 1.845 0.018
5 O 2.735 -0.477 -1.312
6 O 2.941 -0.464 1.239
7 O -1.386 0.331 0.331
8 P 2.317 0.019 0.042
9 H 0.252 -2.579 -0.124
10 H -1.504 -2.753 0.131
11 H -3.235 -0.508 0.844
12 H -2.737 -0.497 -0.968
13 H -3.113 1.017 -0.166
14 H 2.081 2.128 -1.145
15 H 0.922 1.923 0.219
16 H 2.558 2.618 0.605

## Properties
Calculated total energy in eV: -19707.8813
Gap between HOMO and LUMO (spin up / spin down) in eV: 7.25 / 7.25
E_HOMO (spin up / spin down) in eV: -3.5 / -3.5
Energy above the lowest of the compared OMol25 structures with the same formula, charge and spin in kcal/mol: 89.32
Total charge: -1
Largest force on an atom in Eh/bohr: 0.111
Lowest unoccupied orbital energy (spin up / spin down) in eV: 3.7 / 3.7

=====

Entry from the Open Molecules 2025 dataset: CH2ClIO in the gas phase at a distorted geometry (wB97M-V/def2-TZVPD).

Cartesian coordinates (Å):
1 O 0.157 -0.572 0.821
2 C -0.112 -0.656 -0.498
3 Cl -1.817 -0.764 -1.145
4 I 1.171 -2.358 -1.511
5 H -0.241 -1.220 1.355
6 H 0.269 0.299 -1.062

## Properties
Calculated total energy in eV: -23739.1818
Gap between HOMO and LUMO in eV: 9.17
E_HOMO in eV: -9.6
Structure (SMILES): O[C@H](Cl)I
Energy above the lowest of the compared OMol25 structures with the same formula, charge and spin in kcal/mol: 8.78
Largest force on an atom in Eh/bohr: 0.059
Lowest unoccupied orbital energy in eV: -0.5

=====

Question: Number 2 is which compound?
Answer: C43H56Br2Cl2CoGeO5PSi

=====

Question: Which formula does entry 4 have?
Answer: C7H10O